Record 1
This record from the Open Molecules 2025 dataset describes 2 unconnected molecules or ions with the total composition C3H9NO in a non-equilibrium geometry. The level of theory is ωB97M-V with the def2-TZVPD basis set.

The geometry in XYZ format:
```
14
Properties=species:S:1:pos:R:3:forces:R:3
C -3.3987 4.3685 -4.0868 -0.4 0.0 0.3
C -3.4138 3.0536 -3.9673 -0.2 -1.0 0.3
H -2.5768 4.9739 -4.4365 0.3 -0.2 0.2
H -4.2916 4.9020 -3.7727 0.0 0.1 -0.4
H -2.6080 2.3304 -4.0417 0.5 0.6 -0.6
H -4.3181 2.5035 -3.7127 -0.2 0.5 0.3
N 3.2947 -2.8379 3.8862 0.0 -0.3 -0.7
C 2.7086 -2.5303 2.6035 0.5 0.6 0.7
O 1.2886 -2.6425 2.5451 0.3 0.1 0.0
H 2.8767 -2.2833 4.6087 -0.2 0.2 0.3
H 3.1756 -3.8133 4.1056 -0.1 -0.2 0.2
H 2.9774 -1.4845 2.4317 -0.2 -0.1 -0.3
H 3.1926 -3.1546 1.8554 -0.1 0.0 -0.1
H 1.0929 -3.3854 1.9816 -0.3 -0.3 -0.2
```
Forces are in eV/Å.

## Properties
Calculated total energy ... -6793.130 eV
Gap between HOMO and LUMO ... 10.8 eV
Max |F| ... 1.09 eV/Å

Record 2
This record from the Open Molecules 2025 dataset describes a molecular structure, C29H34FINO2Pt in a non-equilibrium geometry. The level of theory is ωB97M-V with the def2-TZVPD basis set.

The geometry in XYZ format:
```
69
Properties=species:S:1:pos:R:3:forces:R:3
Pt 0.0764 -0.7357 0.2115 0.2 -0.2 0.0
C -2.7953 -2.2729 2.0900 0.1 0.0 0.0
C -1.8417 -3.4545 1.9286 0.0 0.2 0.0
C -0.4480 -3.1330 2.4706 -0.1 0.0 -0.1
C -1.6613 -3.9617 0.5148 -0.1 0.0 -0.1
C -1.5763 -5.3390 0.3671 0.0 -0.2 -0.1
C -1.3502 -5.9280 -0.8606 0.0 -0.1 0.0
C -1.1616 -5.1219 -1.9662 -0.1 -0.2 0.1
C -1.2168 -3.7429 -1.8688 0.0 0.2 0.2
C -0.9361 -2.9251 -3.1081 0.1 0.0 -0.1
C 0.4685 -3.2453 -3.6295 -0.1 0.2 0.1
C -1.9640 -3.1389 -4.2236 0.0 0.1 0.2
C -1.4897 -3.1388 -0.6163 -0.1 -1.0 -0.2
N -1.6395 -1.7509 -0.5412 1.4 0.8 0.7
C -2.7050 -1.2013 -1.1575 -0.6 0.3 -0.2
C -3.7950 -1.9692 -1.6339 0.3 0.0 0.3
C -4.8706 -1.3955 -2.2728 -0.2 0.2 -0.1
C -4.9310 -0.0255 -2.4826 -0.1 0.0 0.0
C -3.9061 0.7681 -1.9904 0.0 0.0 0.0
C -2.8525 0.1894 -1.3270 0.2 0.1 0.1
F -1.8956 1.0221 -0.8094 -0.4 -0.1 -0.3
H -3.0112 -2.1142 3.1462 0.0 0.0 0.1
H -3.7337 -2.4641 1.5699 -0.1 0.1 0.0
H -2.3527 -1.3593 1.6907 -0.2 -0.1 0.1
H -2.2569 -4.2896 2.5088 0.1 0.1 -0.1
H 0.0190 -2.3639 1.8265 0.0 -0.2 0.4
H 0.1727 -4.0277 2.4424 0.1 0.0 0.0
H -0.4988 -2.7646 3.4939 0.1 0.1 0.1
H -1.7091 -5.9690 1.2377 0.0 0.0 0.1
H -1.3083 -7.0057 -0.9527 0.0 0.0 0.0
H -0.9689 -5.5833 -2.9231 0.0 0.0 -0.2
H -0.9554 -1.8672 -2.8380 0.0 -0.2 0.0
H 0.5603 -4.2927 -3.9077 0.0 -0.2 0.0
H 1.2133 -3.0282 -2.8677 0.1 0.0 0.1
H 0.6862 -2.6464 -4.5111 0.0 0.1 -0.1
H -1.8922 -4.1425 -4.6397 0.0 -0.1 -0.1
H -1.7698 -2.4219 -5.0197 0.0 0.0 -0.2
H -2.9793 -2.9797 -3.8662 0.0 0.0 0.0
H -3.7666 -3.0383 -1.4736 0.0 0.0 0.0
H -5.6772 -2.0260 -2.6232 0.0 -0.1 0.0
H -5.7665 0.4249 -2.9971 0.0 0.0 -0.1
H -3.9184 1.8399 -2.1238 0.0 0.1 0.1
C 1.8300 0.2637 3.2845 -0.2 0.2 -0.1
C 0.6853 1.1425 2.7854 -0.1 -0.4 0.1
C -0.6238 0.7754 3.4824 0.3 0.2 -0.2
C 0.5601 1.0556 1.2687 0.0 0.2 -0.2
H 1.8479 0.2149 4.3726 0.0 0.0 0.1
H 2.7818 0.6602 2.9414 0.2 -0.1 -0.1
H 1.7113 -0.7402 2.8809 0.1 -0.2 0.0
H 0.9147 2.1905 3.0486 0.0 -0.1 -0.1
H -0.8713 -0.2631 3.2758 -0.1 -0.1 0.0
H -1.4305 1.4038 3.1120 -0.2 0.0 0.0
H -0.5459 0.9126 4.5604 0.0 0.0 0.1
H 1.5368 1.3088 0.8306 -0.1 0.0 -0.1
H -0.1664 1.8071 0.9302 0.1 -0.2 -0.1
I -0.9730 0.5954 -6.7048 0.3 0.0 0.4
C 0.2956 0.3125 -5.0212 -0.4 0.1 -0.5
C 1.5862 -0.1396 -5.2161 0.1 0.0 -0.1
C 2.3865 -0.3759 -4.1113 0.0 0.1 0.0
C 1.8900 -0.1935 -2.8275 0.2 -0.1 0.2
C 0.6040 0.2956 -2.6632 0.2 0.1 0.1
C -0.2011 0.5574 -3.7576 -0.2 0.1 0.0
C 2.7472 -0.5917 -1.6216 0.2 0.6 -0.9
O 3.9480 -0.3408 -1.6639 0.0 -0.1 0.0
O 2.1403 -1.2029 -0.6938 -1.0 -0.3 1.1
H 1.9597 -0.3239 -6.2133 0.0 0.0 0.0
H 3.3996 -0.7250 -4.2438 0.1 0.0 0.1
H 0.2286 0.4569 -1.6520 0.0 0.1 -0.4
H -1.2076 0.9224 -3.6188 -0.1 0.0 0.0
```
Forces are in eV/Å.

## Properties
Total charge ... -1
Calculated total energy ... -50275.413 eV
Gap between HOMO and LUMO (spin up / spin down) ... 6.8 / 6.4 eV
Max |F| ... 1.77 eV/Å
2S+1 ... 3

Record 3
This record from the Open Molecules 2025 dataset describes 6 unconnected molecules or ions with the total composition C13H33ClNO10S3 in a non-equilibrium geometry. The level of theory is ωB97M-V with the def2-TZVPD basis set.

The geometry in XYZ format:
```
61
Properties=species:S:1:pos:R:3:forces:R:3
Cl -2.2374 -3.1266 -1.0348 0.1 0.0 0.0
C 4.4105 -4.1614 -3.8589 1.5 0.4 -2.3
C 3.5531 -4.1310 -2.6686 0.1 -0.6 -0.3
O 2.3833 -4.8349 -3.0572 -0.4 0.2 0.4
H 5.4500 -3.8479 -3.7618 0.1 0.2 0.7
H 4.0415 -3.5180 -4.6576 -0.3 -0.1 -0.1
H 4.5062 -5.1625 -4.2792 -0.4 -0.2 0.1
H 3.3295 -3.0982 -2.4011 0.1 -0.1 0.5
H 4.1223 -4.7112 -1.9423 -0.4 0.3 0.9
H 1.6370 -4.4120 -2.6262 -0.3 -0.2 0.1
C -0.2665 -2.8831 -6.5883 -0.5 -0.5 0.9
C 0.0785 -1.4804 -6.6569 0.4 2.6 -0.4
N 0.2731 -0.3321 -6.7402 -0.3 -2.3 0.2
H 0.5922 -3.5522 -6.5341 0.0 0.2 -0.6
H -1.0168 -3.1338 -7.3381 0.4 -0.1 -0.3
H -0.7711 -3.0656 -5.6395 -0.1 0.2 0.2
O 0.9096 -2.8754 6.4576 3.2 -0.3 -1.9
S 2.0894 -3.0382 5.5620 -2.1 -1.2 0.8
O 3.3943 -2.4372 5.8505 -2.1 -0.9 -0.6
O 2.2560 -4.7331 5.4333 0.5 1.8 0.8
C 3.4590 -5.2693 4.8178 -0.3 1.0 -1.4
C 3.0099 -6.2049 3.7380 -0.5 -1.4 -0.7
C 1.5155 -2.6730 3.8287 1.7 0.3 0.7
H 4.2133 -5.7059 5.4724 -0.6 0.1 0.6
H 3.9604 -4.4609 4.2855 0.2 0.3 0.3
H 2.2346 -5.8008 3.0871 0.1 0.5 0.1
H 2.5796 -7.1495 4.0708 0.0 0.0 0.6
H 3.8097 -6.5323 3.0738 0.4 0.3 0.1
H 0.7066 -3.2972 3.4490 0.1 0.0 0.6
H 2.4322 -2.8174 3.2569 -0.1 -0.3 -0.2
H 1.3358 -1.6019 3.7364 -0.4 -0.1 0.4
O -7.5311 2.7783 -1.3054 2.8 1.0 1.7
S -6.3666 3.1493 -0.4682 -1.1 -1.5 -0.2
O -5.1669 3.7883 -1.0087 -1.8 -1.0 0.7
O -6.9914 4.0748 0.7093 0.3 0.1 -1.2
C -6.0736 4.9166 1.4090 -0.2 0.8 0.8
C -6.8535 5.5832 2.5084 -0.6 -0.7 0.9
C -5.9284 1.6464 0.6159 -0.2 0.9 -0.9
H -5.7101 5.7847 0.8592 0.4 -0.7 -0.9
H -5.2707 4.2924 1.8012 0.2 0.3 0.0
H -7.2537 4.8361 3.1937 0.1 0.0 0.2
H -7.7324 6.0999 2.1231 0.2 0.2 -0.2
H -6.2116 6.2539 3.0796 -0.1 0.1 -0.1
H -6.6838 1.5132 1.3904 -0.2 0.4 -0.2
H -4.9606 1.8030 1.0923 0.0 0.0 -0.3
H -5.9462 0.7551 -0.0113 0.3 0.2 -0.2
O 3.1969 3.5851 -1.9258 -1.5 -0.9 1.5
S 2.4521 2.9015 -0.8655 1.7 -1.1 1.5
O 3.1231 1.7850 -0.1410 -1.9 2.8 -1.7
O 2.0233 3.9927 0.3510 1.2 -1.5 -2.1
C 1.4518 5.1867 -0.1483 -0.1 2.6 0.7
C 2.3866 6.2808 -0.7958 0.9 -1.4 -0.2
C 0.8222 2.3155 -1.4123 0.1 -0.3 -0.1
H 1.1078 5.6773 0.7623 -0.3 -0.2 0.1
H 0.5457 4.9840 -0.7193 0.2 -0.1 -0.4
H 2.0222 7.3077 -0.8266 -0.8 -0.4 -0.1
H 2.7594 5.9394 -1.7615 -0.5 0.3 -0.3
H 3.3282 6.4010 -0.2601 -0.1 -0.4 0.6
H 0.2371 2.9161 -2.1088 0.6 0.5 0.1
H 0.2041 2.1182 -0.5365 0.3 -0.1 0.1
H 1.0291 1.3819 -1.9353 0.1 -0.1 0.2
```
Forces are in eV/Å.

## Properties
Total charge ... -1
Calculated total energy ... -81007.421 eV
Gap between HOMO and LUMO ... 6.2 eV
Max |F| ... 3.81 eV/Å

Record 4
This record from the Open Molecules 2025 dataset describes 3 unconnected molecules or ions with the total composition C27H48N2O11 in a non-equilibrium geometry. The level of theory is ωB97M-V with the def2-TZVPD basis set.

The geometry in XYZ format:
```
88
Properties=species:S:1:pos:R:3:forces:R:3
N -0.0296 1.2366 -5.8473 -0.4 0.0 0.0
C -0.4699 2.0977 -4.7551 0.6 0.0 0.4
C -0.1054 1.5184 -3.3757 -0.5 0.9 -0.8
O -0.9311 0.4085 -3.0961 0.5 -0.2 0.2
C -0.2486 2.6566 -2.3569 -0.1 -1.5 -0.2
C 0.0407 2.3564 -0.8912 -0.5 0.3 0.4
C -0.8382 3.3668 -0.0751 0.1 0.6 -1.1
N -2.1898 2.8446 0.1094 0.3 0.0 0.5
O -0.3490 1.0471 -0.3865 -0.1 0.1 -0.1
C 0.1498 1.0552 0.8771 0.2 0.6 -0.9
O -0.2685 0.4236 1.7695 -0.2 -0.9 1.2
O 1.1990 1.9146 0.9619 0.4 0.2 0.1
C 1.4945 2.3212 -0.4079 -0.6 0.0 0.0
C 2.1221 3.6790 -0.5805 0.7 0.0 0.7
C 3.3606 3.9593 0.2727 0.0 0.7 -0.1
C 3.7079 5.4607 0.2844 -0.3 -0.1 -0.3
C 3.4405 6.2091 -1.0154 0.6 0.8 0.3
O 2.1355 6.8380 -0.9576 0.2 -0.6 -0.2
C 1.4007 6.6636 -2.0596 -0.5 0.1 -0.2
O 0.2336 6.4264 -2.0201 -0.5 0.0 0.1
C 2.2990 1.1229 -0.9874 -0.1 0.2 -0.4
O 3.6136 1.4570 -1.4192 -0.1 0.1 -0.4
C 3.7736 1.6431 -2.7726 0.1 0.3 -0.6
C 3.4128 0.6814 -3.7135 -0.1 -0.1 0.1
C 3.5797 0.9128 -5.0772 0.1 0.5 0.7
C 4.1212 2.1222 -5.5074 0.0 0.0 -0.1
C 4.5251 3.0783 -4.5811 -0.2 -0.5 0.5
C 4.3514 2.8322 -3.2210 -0.1 -0.2 0.1
H 0.1243 1.8006 -6.6705 0.0 -0.1 -0.2
H 0.8438 0.7835 -5.6169 0.1 0.1 0.0
H -0.0125 3.0895 -4.8229 -0.1 0.2 0.0
H -1.5524 2.2240 -4.7601 -0.2 0.0 -0.2
H 0.9345 1.2131 -3.4551 0.0 -0.4 0.2
H -1.8038 0.7524 -2.8818 -0.1 -0.1 0.0
H 0.3674 3.4760 -2.7068 0.2 0.3 0.3
H -1.2772 3.0081 -2.4360 -0.2 0.1 0.0
H -0.8727 4.2802 -0.6751 0.2 0.2 0.0
H -0.3886 3.6510 0.8705 -0.1 -0.3 0.3
H -2.8008 3.6203 0.3225 -0.2 -0.1 0.0
H -2.5304 2.3743 -0.7165 -0.1 0.0 -0.1
H 1.4040 4.4713 -0.3840 -0.3 -0.1 0.1
H 2.3666 3.7550 -1.6366 0.1 0.0 -0.2
H 4.2296 3.4218 -0.0858 0.0 -0.4 0.0
H 3.1542 3.6628 1.2954 0.1 -0.2 0.2
H 4.7561 5.6233 0.5182 0.2 -0.2 0.2
H 3.1379 5.9730 1.0545 -0.1 0.1 0.1
H 4.1712 7.0093 -1.1124 0.0 0.1 0.0
H 3.5381 5.5891 -1.9031 -0.1 -0.2 -0.1
H 1.8923 6.7882 -3.0326 0.6 -0.1 0.1
H 2.4021 0.3706 -0.2180 0.1 -0.1 0.2
H 1.7137 0.6748 -1.7852 0.2 -0.1 -0.1
H 2.9836 -0.2489 -3.3685 0.0 -0.1 0.0
H 3.2737 0.1448 -5.7676 0.0 0.0 -0.2
H 4.2324 2.3145 -6.5635 0.0 0.0 -0.1
H 4.9752 4.0139 -4.8712 0.0 0.1 -0.2
H 4.6629 3.5467 -2.4734 0.1 0.1 0.0
C -4.2660 -4.0799 3.2295 0.0 0.0 0.0
O -3.1376 -3.4736 3.8274 -0.1 0.0 0.0
C -2.3929 -2.6591 2.9268 0.1 -0.1 0.3
C -2.6895 -1.1890 3.1057 -0.1 0.1 -0.3
O -4.0364 -0.8833 2.7546 0.0 -0.1 0.1
C -4.8906 -0.7505 3.8720 0.0 0.1 -0.1
H -4.8897 -4.4849 4.0262 0.0 0.0 0.0
H -4.8576 -3.3650 2.6528 0.0 0.0 0.0
H -3.9532 -4.9007 2.5733 -0.1 0.0 -0.1
H -2.5833 -2.9602 1.8921 0.0 0.0 0.0
H -1.3333 -2.8310 3.1400 0.0 0.0 0.0
H -2.0405 -0.6181 2.4427 0.0 0.0 0.1
H -2.4801 -0.8783 4.1341 0.0 0.0 0.0
H -4.7027 0.1976 4.3893 0.0 0.0 0.1
H -4.7683 -1.5754 4.5787 0.0 0.0 0.0
H -5.9175 -0.7484 3.5074 0.0 0.0 0.0
C -2.8776 -9.6710 3.8068 0.0 0.0 0.0
O -3.0986 -8.3736 3.2882 0.1 0.0 0.1
C -2.9640 -7.3464 4.2618 -0.1 0.0 -0.2
C -1.6294 -6.6433 4.1574 0.1 0.0 0.3
O -0.5501 -7.5103 4.4806 -0.1 -0.1 -0.1
C 0.1199 -8.0196 3.3436 0.0 0.0 0.0
H -2.7740 -10.3524 2.9636 0.0 0.0 0.0
H -1.9676 -9.7160 4.4099 0.0 0.0 0.0
H -3.7295 -9.9935 4.4161 0.0 0.0 0.0
H -3.1084 -7.7500 5.2686 0.1 0.0 0.0
H -3.7565 -6.6204 4.0736 0.0 0.0 0.1
H -1.6106 -5.8174 4.8733 0.0 0.0 0.0
H -1.4992 -6.2215 3.1559 0.0 0.0 0.0
H 0.7455 -7.2444 2.8867 0.0 0.0 -0.1
H -0.5802 -8.4034 2.5977 0.0 0.0 0.0
H 0.7632 -8.8335 3.6753 0.0 0.0 0.0
```
Forces are in eV/Å.

## Properties
Calculated total energy ... -54276.522 eV
Gap between HOMO and LUMO ... 9.1 eV
Max |F| ... 1.52 eV/Å

Q: The highest max |F| belongs to which entry?
A: C13H33ClNO10S3

Q: The lowest max |F| belongs to which entry?
A: C3H9NO

Q: Which of these has the highest max |F|?
A: C13H33ClNO10S3